9
Properties=species:S:1:pos:R:3:mulliken_charge:R:1 method="wB97M-V/def2-TZVPD" lumo_energy_ev=6.42 homo_lumo_gap_ev=6.0197 de_lowest_kj_mol=9.6 homo_energy_ev=0.40 total_charge=-2
N 1.62283 -0.36567 -0.01112 -0.854
O -0.57685 1.37644 -1.26244 -0.732
O -0.32323 1.17265 1.28089 -0.794
O -2.49839 0.41844 0.14756 -0.765
O -0.10725 -2.45504 0.50550 -0.633
P -1.02894 0.71590 0.01939 0.794
S 0.03117 -1.33341 -0.48793 0.191
H 1.69035 0.19411 -0.85763 0.297
H 1.19031 0.27658 0.66578 0.496

17
Properties=species:S:1:pos:R:3:mulliken_charge:R:1 method="wB97M-V/def2-TZVPD" smiles=C[C@H]1OC[C@H]2C[C@H]21 lumo_energy_ev=1.15 homo_lumo_gap_ev=10.8425 de_lowest_kj_mol=54.5 homo_energy_ev=-9.69 total_charge=0
C 1.58051 0.99640 1.14559 -1.371
C 0.85243 0.43904 -0.06127 0.286
O 0.93756 -0.98101 -0.03610 -0.447
C -0.02328 -1.47677 -0.95450 -0.555
C -1.19022 -0.50778 -0.87720 -0.133
C -1.60709 -0.15003 0.51838 -0.710
C -0.63468 0.72491 -0.21986 -0.210
H 2.60860 0.61937 1.15688 0.341
H 1.09243 0.70490 2.08058 0.322
H 1.61963 2.08969 1.09316 0.365
H 1.34433 0.81532 -0.97653 0.267
H 0.39080 -1.50136 -1.97511 0.304
H -0.27357 -2.49795 -0.64819 0.301
H -1.89490 -0.45439 -1.70184 0.376
H -1.24851 -0.77310 1.33454 0.203
H -2.61735 0.22946 0.64526 0.286
H -0.93669 1.72334 -0.52380 0.375

28
Properties=species:S:1:pos:R:3:mulliken_charge:R:1 method="wB97M-V/def2-TZVPD" s_squared=0.753 lumo_energy_ev="0.28 / 0.21" multiplicity=2 homo_lumo_gap_ev="3.1958 / 7.2794" de_lowest_kj_mol=0.0 homo_energy_ev="-2.92 / -7.07" total_charge=0
O 0.72477 1.51002 2.36595 -0.734
C 0.32599 1.54537 1.23486 -0.602
C 0.44912 0.28257 0.35751 -0.075
C -0.95518 -0.19362 -0.09546 -0.817
C -1.45885 0.67466 -1.22642 0.613
C -2.05927 1.87227 -0.99495 -1.372
N -1.21163 0.17590 -2.53420 -0.619
N 1.08907 -0.81825 1.16330 -0.200
H -0.08822 2.47531 0.75663 0.392
H 1.05881 0.46575 -0.52671 0.421
H -0.93173 -1.25250 -0.43516 0.461
H -1.63362 -0.14213 0.77554 0.300
H -2.23966 2.31448 -0.07633 0.470
H -2.40088 2.51472 -1.80134 0.213
H -1.57703 0.80881 -3.36169 0.227
H -1.47453 -0.74896 -2.67427 0.247
H 1.26203 -1.64935 0.56944 0.389
H 0.48333 -1.10989 2.02537 0.381
H 1.99142 -0.46645 1.59538 0.392
H -1.15264 -1.28210 3.89453 0.265
H -0.50883 0.15005 3.75214 0.301
O -0.68810 -0.71317 3.26053 -0.619
H 1.47928 -1.87667 -1.60949 0.373
H 1.88417 -3.26941 -1.11614 0.303
O 1.33451 -2.52384 -0.86147 -0.685
H 2.14651 -0.34110 -3.29313 0.283
H 0.75087 -0.07003 -2.74051 0.406
O 1.62855 -0.41195 -2.48891 -0.713

10
Properties=species:S:1:pos:R:3:mulliken_charge:R:1 method="wB97M-V/def2-TZVPD" lumo_energy_ev=0.62 homo_lumo_gap_ev=10.2056 de_lowest_kj_mol=329.4 homo_energy_ev=-9.59 total_charge=0
C 0.60221 -0.79368 0.97285 -0.645
N 0.51584 0.48159 0.29551 -0.331
C -0.44725 0.03275 -1.85157 0.085
N -1.57378 -0.24284 -1.77006 -0.398
N -1.08961 2.14720 0.63116 -0.476
N -0.34321 1.29021 0.65199 0.609
H -0.29183 -1.40414 0.81850 0.296
H 0.74367 -0.59514 2.03250 0.297
H 1.46037 -1.32054 0.54583 0.261
H 0.42358 0.40458 -2.32670 0.301

120
Properties=species:S:1:pos:R:3:mulliken_charge:R:1 method="wB97M-V/def2-TZVPD" lumo_energy_ev=-0.56 homo_lumo_gap_ev=9.9299 de_lowest_kj_mol=1691.9 homo_energy_ev=-10.49 total_charge=0
H 5.34084 1.79136 0.60458 0.270
H 5.20846 3.08521 -0.47127 0.344
O 5.41172 2.61888 0.34481 -0.727
H 0.04653 1.66904 4.89909 0.185
H -0.62116 2.92158 4.84056 0.270
O 0.10998 2.53790 4.32531 -0.528
H 4.00009 5.22587 0.75022 0.202
H 4.30512 3.84885 0.79367 0.406
O 3.74024 4.52997 0.35886 -0.534
H -2.96534 -4.43233 1.50869 0.225
H -4.10196 -3.89227 2.31442 0.409
O -3.09817 -4.19840 2.45871 -0.608
H -3.29331 -4.63694 -2.51218 0.264
H -2.46202 -4.64340 -3.76875 0.319
O -3.48257 -4.38500 -3.47812 -0.639
H -2.84420 3.88127 -0.83171 0.164
O -2.88711 4.16929 0.29853 -0.443
H 2.48572 5.08032 2.78149 0.284
O 2.43440 4.68809 3.52402 -0.550
H 0.68491 -5.23650 -4.04387 0.334
H 0.95488 -4.19621 -2.92271 0.336
O 1.39818 -4.74524 -3.42024 -0.732
H -0.01533 3.18434 2.72599 0.142
H -0.41224 3.48364 1.09610 0.153
O 0.28852 3.41506 1.72282 -0.324
H -5.21420 -3.10785 -0.39493 0.224
H -5.37468 -2.62068 1.11284 0.372
O -4.79205 -3.19578 0.52751 -0.709
H 2.26577 2.13215 3.16493 0.076
H 2.55996 1.31108 4.21490 0.401
O 3.11861 1.87140 3.67354 -0.618
H -0.28932 3.29878 -6.18173 0.320
O 0.43778 3.00859 -5.70627 -0.633
H 1.85893 3.64895 -2.13230 0.224
H 2.73147 4.48021 -1.16524 0.308
O 2.71693 3.79360 -1.82478 -0.615
H 2.26834 2.43720 1.31759 0.194
H 2.96521 2.61158 -0.02878 0.146
O 3.01923 1.98243 0.73623 -0.104
H -0.06673 -2.57762 -0.40791 0.441
H 1.48588 -2.76073 -0.37642 0.216
O 0.64618 -3.35779 -0.22139 -0.812
H -1.67779 0.05053 5.69731 0.306
H -2.53412 1.39547 6.01803 0.297
O -1.69873 0.89204 6.09260 -0.649
H -0.82332 0.71906 2.69680 -0.114
H 0.58008 0.50662 2.69244 -0.115
O -0.15627 0.03945 2.31081 0.839
H -3.08008 1.88068 -0.97231 -0.002
H -1.82543 0.95132 -1.05632 -0.032
O -2.35903 1.54023 -0.58578 0.134
H 5.05511 -0.18245 2.13376 0.272
O 6.01968 -0.44757 2.07852 -0.611
H 1.35571 -0.44646 5.88371 0.316
H 0.31691 -0.79403 4.98666 0.388
O 0.38912 -0.21522 5.67973 -0.678
H 2.32678 -2.02068 3.19831 0.224
O 1.78138 -1.70015 3.88071 -0.681
H -3.38960 4.22462 2.89554 0.310
H -2.36738 5.47930 3.30054 0.278
O -3.21093 5.15558 2.91196 -0.611
H 1.07775 -3.75293 2.05994 0.356
H 0.57925 -5.05012 2.77316 0.252
O 0.94652 -4.19137 2.88538 -0.584
H -1.38572 -3.46925 -1.13448 0.186
H -0.89533 -2.74969 -2.60277 -0.054
O -1.26023 -2.57686 -1.70306 0.128
H 2.53493 -0.44237 -5.38295 0.331
H 3.11211 0.89160 -5.06248 0.241
O 2.19299 0.47391 -5.40866 -0.476
H 4.40875 -1.22710 -3.97274 0.276
H 3.69568 -2.41575 -3.77953 0.292
O 3.71634 -1.67462 -4.42591 -0.609
H 2.78970 -0.97015 0.13806 0.208
H 3.48183 -0.05152 1.18546 -0.229
O 2.89762 -0.76727 0.99138 0.136
H -5.37967 -0.66013 1.43519 0.330
H -6.56042 -0.27222 0.45688 0.258
O -5.79997 -0.90200 0.49592 -0.620
H -3.51448 2.81762 -2.45765 0.301
H -3.31777 1.22343 -2.58075 0.270
O -3.88814 1.94605 -2.71111 -0.713
H -3.46040 -6.05212 -0.16163 0.273
H -1.96593 -5.75481 -0.42640 0.310
O -2.91786 -5.46311 -0.62340 -0.603
H 5.15896 -2.12125 -0.34885 0.154
H 5.04078 -3.50114 -0.75181 0.254
O 4.60419 -2.70744 -0.53170 -0.389
H -2.79089 -1.18855 -1.08147 0.130
O -3.26706 -0.82148 -1.93027 -0.437
H 0.05147 3.93486 -3.51758 0.272
H -0.94765 3.64216 -4.43558 0.311
O -0.83659 3.48763 -3.45942 -0.567
H 6.35187 -0.76318 1.16519 0.279
H -3.21426 5.10354 0.07212 0.286
H 0.92038 -1.68671 3.39836 0.119
H 1.47387 4.44130 3.63892 0.276
H 0.46704 2.15946 -6.05523 0.276
H -3.23091 -1.46367 -2.44963 0.183
O -0.20383 -3.37795 -5.06055 -0.658
H -0.02312 -3.04835 -6.05524 0.304
H 0.68573 -3.65607 -4.62952 0.482
O 1.06896 -0.37387 -0.75509 -0.175
H 1.35765 0.00762 0.00356 0.147
H 0.30926 0.05028 -1.22775 -0.090
O 0.37192 0.87384 -3.16322 -0.433
H 1.32766 0.87734 -3.09393 0.219
H 0.02598 1.74046 -3.43972 0.246
O -2.54276 1.90310 2.22184 -0.528
H -2.10456 1.89542 1.32821 0.302
H -1.80638 2.12083 2.80692 0.174
O -2.88352 -1.30774 0.79856 0.035
H -2.05625 -0.92220 0.41014 -0.036
H -3.12115 -2.20771 0.73159 0.197
O 0.01609 -0.54573 -6.96817 -0.613
H -0.13564 -1.22499 -6.28468 0.284
H 0.11646 0.25355 -6.34072 0.238
O -2.10230 -1.92063 4.13290 -0.594
H -2.21385 -1.79823 3.16016 0.291
H -1.79676 -2.87465 4.35926 0.283

13
Properties=species:S:1:pos:R:3:mulliken_charge:R:1 method="wB97M-V/def2-TZVPD" smiles="C=C1NC=C(O)N1" lumo_energy_ev=0.42 homo_lumo_gap_ev=7.7502 de_lowest_kj_mol=362.4 homo_energy_ev=-7.33 total_charge=0
C 2.28328 -0.08811 -0.04165 -1.149
C 0.83204 0.09005 -0.00183 0.147
N 0.26048 -0.84094 -0.74624 -0.229
C -1.12552 -0.78623 -0.63110 -0.618
C -1.37805 0.27733 0.18346 0.602
O -2.50453 0.86707 0.63907 -0.517
N -0.16936 0.81996 0.56742 -0.089
H 2.85559 0.82188 -0.24623 0.185
H 2.64414 -0.56142 0.87870 0.175
H 1.36580 -1.20221 -1.00517 0.564
H -1.79608 -1.45345 -1.15014 0.404
H -3.26563 0.39146 0.28370 0.337
H -0.06088 1.58181 1.21833 0.188